ORCA calculation (the ωB97M-V functional and the def2-TZVPD basis) on a structure of composition C31H31INO2 in a non-equilibrium geometry.

```
66
C31H31INO2, DFT the ωB97M-V functional and the def2-TZVPD basis
I -1.29 -1.38 1.10
O -2.90 1.42 1.07
O 0.91 -0.43 3.20
N 4.58 -1.40 -0.14
C 1.17 -0.64 -1.05
C -3.84 -2.01 2.32
C -0.98 0.43 2.05
C 0.07 1.71 3.99
C -1.07 -0.89 -4.06
C 5.87 -0.84 -3.60
C 4.61 -0.78 -4.24
C -1.93 1.50 1.82
C -4.24 -1.50 -0.05
C 0.31 1.09 -4.24
C 3.26 -1.31 0.17
C -3.39 -1.67 1.05
C -5.22 -2.09 2.54
C -1.68 2.77 2.63
C 0.88 0.81 -3.01
C -1.23 3.72 4.92
C 5.61 -1.81 0.80
C 0.46 -0.31 -2.26
C -0.65 0.23 -4.79
C 3.43 -0.85 -3.49
C -2.35 1.53 4.73
C 3.50 -0.95 -2.10
C -5.63 -1.62 0.18
C -6.11 -1.89 1.47
C -1.17 0.53 -6.16
C -1.30 2.44 4.09
C 4.77 -1.13 -1.50
C 2.53 -0.94 -1.00
C 5.96 -1.04 -2.21
C 0.06 0.48 3.07
C -0.61 -1.10 -2.77
H -1.63 1.53 -6.18
H -5.56 -2.31 3.55
H -0.95 3.52 5.96
H 6.90 -1.09 -1.67
H -2.22 4.20 4.94
H -3.11 -2.17 3.11
H -1.94 -0.20 -6.47
H 2.87 -1.48 1.17
H 1.65 1.45 -2.61
H 2.45 -0.86 -3.96
H 6.58 -1.66 0.32
H -1.77 -1.60 -4.52
H 0.82 2.41 3.59
H 6.77 -0.72 -4.21
H -0.38 0.54 -6.92
H 0.65 -0.73 -0.09
H 5.56 -1.22 1.72
H -0.85 3.33 2.15
H -3.84 -1.28 -1.04
H -3.31 2.04 4.80
H 0.62 1.97 -4.80
H 4.54 -0.67 -5.33
H -0.52 4.46 4.51
H -6.33 -1.49 -0.65
H -2.04 1.24 5.74
H 0.41 1.43 5.00
H -7.19 -1.96 1.66
H 5.52 -2.87 1.07
H -2.51 0.61 4.15
H -2.58 3.40 2.60
H -1.01 -1.91 -2.14
```

Summary:
* strongest force on any atom: 2.66 eV Å⁻¹
* HOMO energy: -0.382 Ha
* LUMO energy: -4.691 eV
* gap between HOMO and LUMO: 0.20957 Eh
* charge: +1
* 2S+1: 1